1.
Here is C4H3ErLiO as an isolated structure from OMol25. Energies are from the ωB97M-V functional and the def2-TZVPD basis.

The geometry in XYZ format:
```
10
Properties=species:S:1:pos:R:3:lowdin_spin:R:1
C 0.122 -1.023 0.103 -0.0045
C 1.093 -1.750 0.260 -0.0059
H 1.870 -2.471 0.474 0.0001
Li -1.162 0.587 2.151 0.0000
O 0.634 1.602 -0.767 -0.0048
C -0.559 1.226 -0.543 0.0014
C -0.955 -0.011 -0.077 -0.0012
Er 2.449 0.454 -0.656 3.0151
H -1.507 1.760 -0.842 0.0000
H -1.984 -0.374 -0.102 -0.0002
```

Results
LUMO energy (alpha / beta) in eV: -15.133 / -15.997
2S+1: 4
Total charge: +3
Energy in eV: -34034.9648
Expectation value of S²: 3.75
Relative energy (zero: lowest compared OMol25 entry of this formula, charge and spin) in eV: 0.000
Gap between HOMO and LUMO (alpha / beta) in eV: 7.0 / 6.1
HOMO energy (alpha / beta) in eV: -22.094 / -22.095


2.
Here is C16H18BN5O5RuTe as an isolated structure from OMol25. Energies are from the ωB97M-V functional and the def2-TZVPD basis.

The geometry in XYZ format:
```
47
Properties=species:S:1:pos:R:3:lowdin_spin:R:1
Ru 1.326 -0.179 1.188 2.2437
B 2.544 3.210 0.482 0.0007
N 1.512 2.852 1.614 0.0006
C 0.994 3.803 2.394 0.0172
C 0.320 3.215 3.451 0.0059
C 0.482 1.855 3.240 0.0310
N 1.204 1.648 2.131 0.0147
N 2.851 2.016 -0.477 0.0047
C 3.652 2.127 -1.539 0.0190
C 3.811 0.882 -2.124 0.0061
C 3.051 0.033 -1.333 0.0181
N 2.475 0.732 -0.346 0.0528
H 3.580 3.543 1.013 -0.0001
H 2.058 4.110 -0.160 0.0001
H 1.153 4.839 2.148 0.0010
H -0.219 3.702 4.244 0.0000
H 0.103 1.014 3.794 0.0092
H 4.057 3.088 -1.806 0.0016
H 4.387 0.631 -2.995 0.0004
H 2.887 -1.029 -1.417 -0.0001
O 1.551 -3.309 -1.374 0.0460
C 0.917 -2.392 -0.890 0.0377
O 1.270 -1.926 0.325 0.1661
C -0.320 -1.859 -1.493 0.1139
C -1.166 -2.751 -2.178 0.0139
C -2.359 -2.340 -2.720 0.0724
C -2.738 -0.979 -2.637 0.0745
C -1.860 -0.056 -2.021 0.0705
C -0.694 -0.504 -1.451 0.0219
N -3.955 -0.560 -3.132 0.1787
O -4.267 0.664 -3.038 0.1871
O -4.733 -1.414 -3.651 0.1871
H -0.861 -3.788 -2.253 -0.0008
H -3.030 -3.028 -3.212 0.0080
H -2.141 0.986 -1.999 0.0076
H -0.037 0.233 -1.000 0.0048
Te 2.503 -1.201 3.181 1.2842
C -1.195 -2.593 2.170 0.0060
C -1.684 -1.297 1.605 0.0100
C -3.077 -1.235 1.076 0.0043
O -0.974 -0.294 1.558 0.0714
H -2.018 -3.261 2.413 -0.0001
H -0.571 -2.404 3.044 0.0062
H -0.556 -3.062 1.422 0.0010
H -3.778 -1.733 1.746 0.0001
H -3.079 -1.782 0.126 0.0003
H -3.375 -0.209 0.877 0.0007
```

Results
LUMO energy (alpha / beta) in eV: 2.068 / 0.444
2S+1: 6
Total charge: -1
Energy in eV: -45122.5692
Expectation value of S²: 8.79
Relative energy (zero: lowest compared OMol25 entry of this formula, charge and spin) in eV: 1.134
Gap between HOMO and LUMO (alpha / beta) in eV: 4.5 / 6.1
HOMO energy (alpha / beta) in eV: -2.393 / -5.654


3.
Here is one molecule with the formula C3H4N4O from OMol25. Energies are from the ωB97M-V functional and the def2-TZVPD basis.

The geometry in XYZ format:
```
12
Properties=species:S:1:pos:R:3:mulliken_charge:R:1
N -0.482 0.689 -2.199 -0.5820
N 0.434 1.075 -1.118 -0.2902
C 0.715 0.377 -0.048 0.4115
C 0.219 -0.911 0.254 -0.3706
C -0.066 -1.227 1.440 0.0623
O -0.101 -0.394 2.436 -0.3208
N 0.793 0.883 2.153 -0.0393
N 0.999 1.341 1.054 -0.0495
H -1.674 0.611 -1.990 0.2826
H -0.320 1.503 -3.011 0.2867
H -0.027 -1.640 -0.553 0.3217
H -0.489 -2.307 1.583 0.2876
```

Results
LUMO energy in eV: -0.330
SMILES string: N/N=c1\cconn1
2S+1: 1
Energy in eV: -11176.8236
Relative energy (zero: lowest compared OMol25 entry of this formula, charge and spin) in eV: 7.145
Gap between HOMO and LUMO in eV: 8.2
HOMO energy in eV: -8.536


4.
Here is C24H65ClNbO7 as an isolated structure from OMol25. Energies are from the ωB97M-V functional and the def2-TZVPD basis.

The geometry in XYZ format:
```
98
Properties=species:S:1:pos:R:3:mulliken_charge:R:1
O -4.318 0.897 1.679 -0.8459
Nb -2.378 0.848 2.592 -0.4446
Cl -2.322 -1.620 2.002 -0.4609
H -4.102 0.645 0.713 0.3156
H -3.227 0.539 4.162 0.1035
H -0.738 0.759 3.408 0.0482
H -1.570 1.185 0.969 0.2045
H -2.508 2.641 2.815 0.1177
C -2.641 2.662 -3.371 -0.8870
C -2.579 3.134 -1.928 -0.4150
O -1.297 2.961 -1.331 -0.3049
C -0.214 3.667 -1.930 -0.3911
C -0.387 5.176 -1.899 -1.1127
H -2.278 1.633 -3.458 0.2756
H -3.669 2.708 -3.745 0.4187
H -2.020 3.284 -4.022 0.1838
H -3.281 2.538 -1.335 0.2388
H -2.903 4.175 -1.838 0.3072
H -0.044 3.309 -2.950 0.3417
H 0.681 3.407 -1.356 0.3357
H -1.220 5.496 -2.530 0.2998
H 0.518 5.672 -2.263 0.4020
H -0.596 5.521 -0.882 0.2816
C -4.910 -3.660 4.286 -0.9771
C -3.757 -3.395 5.240 -0.1418
O -3.911 -4.033 6.504 -0.4288
C -3.980 -5.457 6.495 -0.3061
C -2.728 -6.119 5.947 -1.0163
H -5.867 -3.418 4.759 0.2796
H -4.801 -3.057 3.378 0.3498
H -4.949 -4.711 3.987 0.2533
H -3.708 -2.319 5.439 0.2027
H -2.799 -3.671 4.788 0.2545
H -4.873 -5.792 5.957 0.2845
H -4.111 -5.767 7.537 0.3206
H -2.598 -5.909 4.881 0.2608
H -2.784 -7.205 6.070 0.3812
H -1.837 -5.749 6.463 0.2758
C 1.066 -1.453 -0.667 -0.8907
C 2.219 -1.189 0.287 -0.3177
O 2.065 -1.827 1.551 -0.4235
C 1.996 -3.251 1.542 -0.4944
C 3.248 -3.912 0.994 -0.8506
H 0.108 -1.212 -0.194 0.1503
H 1.175 -0.851 -1.575 0.3845
H 1.027 -2.505 -0.966 0.2827
H 2.268 -0.113 0.486 0.3133
H 3.177 -1.465 -0.165 0.2894
H 1.103 -3.585 1.004 0.2972
H 1.864 -3.561 2.584 0.3456
H 3.378 -3.703 -0.072 0.2565
H 3.192 -4.998 1.117 0.4022
H 4.139 -3.543 1.510 0.2562
C 1.710 8.614 2.341 -1.0598
C 0.471 7.993 1.719 -0.3582
O 0.678 6.663 1.252 -0.3536
C 1.047 5.694 2.231 -0.3147
C 0.000 5.500 3.313 -1.0603
H 2.564 8.541 1.658 0.2820
H 1.534 9.668 2.576 0.3889
H 1.990 8.107 3.269 0.2618
H 0.183 8.587 0.846 0.3183
H -0.377 8.026 2.410 0.3307
H 2.022 5.941 2.662 0.3053
H 1.176 4.747 1.696 0.3124
H -0.105 6.395 3.934 0.2626
H 0.277 4.669 3.969 0.3964
H -0.980 5.293 2.872 0.2932
C 5.565 -8.836 1.287 -1.0149
C 6.447 -8.324 0.161 -0.2984
O 6.337 -6.919 -0.050 -0.4211
C 6.713 -6.080 1.040 -0.1309
C 8.168 -6.236 1.447 -1.2220
H 4.527 -8.518 1.141 0.2690
H 5.597 -9.929 1.331 0.3816
H 5.891 -8.452 2.258 0.2655
H 6.136 -8.803 -0.773 0.3139
H 7.493 -8.604 0.320 0.3011
H 6.045 -6.239 1.891 0.2804
H 6.552 -5.049 0.707 0.2877
H 8.362 -7.226 1.869 0.2796
H 8.435 -5.491 2.203 0.4023
H 8.827 -6.115 0.582 0.3049
C -1.329 3.693 -9.219 -1.0374
C -1.929 2.724 -8.215 -0.3520
O -2.610 3.370 -7.143 -0.3421
C -3.730 4.179 -7.494 -0.3010
C -4.847 3.402 -8.169 -1.0906
H -0.700 4.435 -8.714 0.2886
H -0.722 3.155 -9.954 0.3800
H -2.106 4.239 -9.762 0.2597
H -1.119 2.143 -7.762 0.3161
H -2.590 2.004 -8.706 0.2974
H -3.410 5.026 -8.108 0.3004
H -4.113 4.601 -6.559 0.3316
H -4.541 3.031 -9.151 0.2509
H -5.725 4.040 -8.311 0.3928
H -5.134 2.534 -7.567 0.2952
```

Results
LUMO energy in eV: 2.211
2S+1: 1
Total charge: -1
Energy in eV: -54342.5053
Gap between HOMO and LUMO in eV: 7.1
HOMO energy in eV: -4.870


5.
Here is C21H25N4OSbZr as an isolated structure from OMol25. Energies are from the ωB97M-V functional and the def2-TZVPD basis.

The geometry in XYZ format:
```
53
Properties=species:S:1:pos:R:3:mulliken_charge:R:1
Zr 0.277 -0.173 -0.137 0.5198
C -0.693 -2.669 1.763 -0.8969
C -0.117 -1.566 2.594 1.0732
C -0.168 -1.594 3.978 -0.8031
C 0.467 -0.601 4.700 -0.3980
C 1.198 0.389 4.028 -0.6813
C 1.224 0.406 2.655 0.2240
N 0.515 -0.543 1.956 -0.1914
Sb 2.622 1.754 1.685 1.0479
C 1.163 2.662 0.358 0.1587
C 1.088 4.033 0.285 -0.6806
C 0.349 4.633 -0.744 -0.3685
C -0.235 3.850 -1.724 -0.8489
C -0.139 2.472 -1.634 1.1540
C -0.650 1.544 -2.694 -1.4475
N 0.488 1.906 -0.567 -0.0008
C 3.226 0.263 0.192 0.1768
C 4.571 0.078 -0.037 -0.6280
C 4.993 -0.881 -0.970 -0.3472
C 4.069 -1.654 -1.658 -1.0368
C 2.727 -1.451 -1.401 1.3392
C 1.586 -2.205 -2.021 -1.5315
N 2.341 -0.513 -0.507 0.1808
H -0.290 -3.629 2.092 0.4569
H -0.428 -2.593 0.697 -0.1230
H -1.780 -2.720 1.841 0.3504
H -0.679 -2.407 4.479 0.5481
H 0.439 -0.610 5.783 0.4817
H 1.758 1.118 4.601 0.4574
H 1.620 4.656 0.993 0.4624
H 0.283 5.714 -0.800 0.4855
H -0.735 4.301 -2.572 0.5453
H -0.469 1.961 -3.686 0.5308
H -1.720 1.353 -2.604 0.2424
H -0.108 0.585 -2.693 0.3999
H 5.313 0.663 0.492 0.4680
H 6.053 -1.020 -1.151 0.4849
H 4.386 -2.401 -2.374 0.5387
H 1.908 -2.919 -2.780 0.5097
H 0.892 -1.540 -2.559 0.3781
H 1.052 -2.811 -1.274 0.3677
C -5.103 -1.459 -1.057 -0.7745
N -3.839 -0.723 -0.735 0.1235
C -4.032 0.632 -0.195 -0.8205
C -2.712 -1.286 -0.944 0.1811
O -1.540 -0.721 -0.703 -0.7191
H -5.700 -0.816 -1.701 0.3459
H -5.624 -1.651 -0.122 0.3587
H -4.863 -2.386 -1.570 0.3297
H -4.775 0.569 0.597 0.3891
H -4.414 1.266 -0.995 0.3699
H -3.099 1.022 0.199 0.1763
H -2.696 -2.291 -1.357 0.4409
```

Results
LUMO energy in eV: -13.884
2S+1: 1
Total charge: +4
Energy in eV: -37969.7327
Relative energy (zero: lowest compared OMol25 entry of this formula, charge and spin) in eV: 0.000
Gap between HOMO and LUMO in eV: 7.9
HOMO energy in eV: -21.809


6.
Here is C17H8Cl2GaN2O5S as an isolated structure from OMol25. Energies are from the ωB97M-V functional and the def2-TZVPD basis.

The geometry in XYZ format:
```
36
Properties=species:S:1:pos:R:3:lowdin_spin:R:1
Ga 0.299 3.374 -0.922 0.0006
O -3.387 2.826 -1.246 0.0001
C -3.774 1.842 -0.677 0.0001
C -2.901 0.754 -0.150 0.0003
C -3.538 -0.348 0.260 0.0002
C -3.065 -1.636 0.740 0.0029
C -1.991 -2.453 0.727 0.0013
C -0.501 0.114 -0.686 -0.0044
C -1.444 1.026 -0.202 -0.0003
O 0.652 1.518 -2.078 0.0016
N -4.176 -2.360 1.526 0.0006
O -3.883 -3.370 2.111 0.0002
O -5.288 -1.868 1.503 0.0006
H -4.851 1.664 -0.489 0.0000
H -4.621 -0.296 0.254 0.0000
H -1.405 -1.907 -1.475 0.0111
H 0.051 -1.490 0.938 -0.0003
Cl -0.677 -1.700 -0.269 0.0396
C 0.202 -3.108 -0.759 0.3336
C 1.505 -2.934 -1.149 0.0192
C 2.589 -2.037 -1.073 0.3705
Cl 4.056 -2.653 -1.770 0.0980
C 2.786 -0.767 -0.368 0.0324
C 3.894 -0.635 0.484 0.0304
C 4.148 0.550 1.138 -0.0034
C 3.298 1.623 0.912 0.0301
N 2.262 1.532 0.094 -0.0037
C 2.007 0.374 -0.526 0.0360
C 0.705 0.590 -1.249 0.0050
O -1.046 2.164 0.169 -0.0005
H 1.833 -3.880 -1.579 -0.0034
H 4.545 -1.487 0.628 0.0003
H 4.987 0.647 1.811 -0.0006
H 3.450 2.582 1.392 0.0016
S 1.741 6.623 0.908 0.0001
C 1.538 5.124 1.071 0.0001
```

Results
LUMO energy (alpha / beta) in eV: -1.613 / -1.660
2S+1: 2
Energy in eV: -119210.5268
Expectation value of S²: 0.78
Relative energy (zero: lowest compared OMol25 entry of this formula, charge and spin) in eV: 4.611
Gap between HOMO and LUMO (alpha / beta) in eV: 6.5 / 7.3
HOMO energy (alpha / beta) in eV: -8.084 / -8.924